#1
This record from OMol25 describes CH3IO3S as an isolated structure. The level of theory is wB97M-V/def2-TZVPD.

```
9
Properties=species:S:1:pos:R:3
I 1.1674 -2.5380 -1.2239
S -0.5418 -0.9917 1.2323
O -0.6182 -2.4165 -1.2626
O 0.8427 -1.4021 1.0765
O -0.7189 0.6137 0.9574
C -0.1592 1.5017 0.0476
H 0.5504 1.0710 -0.8097
H -0.9740 1.8675 -0.5042
H 0.4515 2.2943 0.4867
```

Summary:
- Charge: 0
- HOMO (alpha / beta): -8.927 / -8.652 eV
- Kohn-Sham gap (alpha / beta): 0.2898 / 0.2571 hartree



#2
This record from OMol25 describes CH3IO3S as an isolated structure. The level of theory is wB97M-V/def2-TZVPD.

```
9
Properties=species:S:1:pos:R:3
I -2.9830 -1.3251 0.0379
S -0.7759 0.9855 0.0407
O -0.1169 -0.4061 0.5662
O -0.2755 1.1947 -1.2941
O -2.3288 0.5264 0.2047
C 1.3327 -0.2711 0.2215
H 1.8801 0.2617 0.8866
H 1.8677 -1.2383 0.1313
H 1.3997 0.2724 -0.7949
```

Summary:
- Charge: 0
- HOMO: -9.882 eV
- Kohn-Sham gap: 0.3222 hartree



Among the structures above, stability is greatest for #2.